Here is C24H43BrN4O9RuSSi as an isolated structure from the OMol25 dataset. Energies are from the ωB97M-V functional and the def2-TZVPD basis.

Cartesian coordinates (Å):
Ru1 -2.6829 0.5951 -0.6342
O1 -2.5058 1.3239 -6.9431
C1 -2.5718 1.2056 -5.5934
C2 -3.0436 2.2361 -4.7853
C3 -3.0729 2.0290 -3.4227
N1 -2.6674 0.8850 -2.8872
C4 -2.2285 -0.1105 -3.6524
C5 -2.1539 0.0070 -5.0237
C6 -1.8477 -1.3669 -2.8736
O2 -1.3733 -2.3150 -3.4770
O3 -2.0964 -1.2729 -1.6188
C7 -3.5479 3.0694 -2.4142
O4 -3.9002 4.1644 -2.8421
O5 -3.4942 2.6736 -1.2049
H1 -2.8380 2.1906 -7.2000
H2 -3.3884 3.1845 -5.1787
H3 -1.7888 -0.8176 -5.6184
O6 -4.4380 -1.6955 1.8811
S1 -3.7308 -0.4487 1.7731
O7 -3.6875 0.3592 2.9771
O8 -4.3421 0.4107 0.6247
O9 -2.3314 -0.6365 1.2121
C8 2.8335 -1.8071 3.4606
C9 1.8503 -1.1721 2.4636
C10 0.4312 -1.2993 3.0400
C11 2.1381 0.3358 2.3818
Si1 1.9706 -2.0190 0.7427
Br1 1.0359 -0.5526 -0.6938
C12 0.9683 -3.6426 0.5998
C13 1.2632 -4.3591 -0.7259
C14 1.3123 -4.5986 1.7553
C15 -0.5466 -3.3798 0.6136
C16 3.7920 -2.1836 0.1216
C17 4.6070 -0.9268 0.4586
C18 3.8674 -2.3380 -1.4069
C19 4.4918 -3.3948 0.7578
H4 2.6728 -1.3632 4.4496
H5 3.8767 -1.6324 3.1910
H6 2.6872 -2.8844 3.5605
H7 0.3765 -0.7125 3.9644
H8 0.1742 -2.3267 3.2963
H9 -0.3357 -0.9216 2.3614
H10 2.0964 0.7499 3.3961
H11 1.3833 0.8456 1.7817
H12 3.1165 0.5727 1.9674
H13 2.2890 -4.7255 -0.7927
H14 1.0502 -3.7213 -1.5866
H15 0.6000 -5.2274 -0.8017
H16 2.3771 -4.8367 1.8154
H17 0.7726 -5.5398 1.6033
H18 0.9968 -4.2017 2.7207
H19 -0.8670 -2.7642 -0.2258
H20 -0.9051 -2.8998 1.5193
H21 -1.0588 -4.3450 0.5268
H22 4.1428 -0.0282 0.0471
H23 5.6034 -1.0209 0.0109
H24 4.7443 -0.7846 1.5306
H25 3.4845 -1.4533 -1.9144
H26 3.3189 -3.1987 -1.7810
H27 4.9190 -2.4620 -1.6928
H28 4.4686 -3.3697 1.8491
H29 5.5440 -3.4051 0.4499
H30 4.0494 -4.3372 0.4331
C20 -1.2044 5.1621 1.9786
N2 -1.7872 3.8986 1.5780
C21 -2.7462 3.3027 2.4972
C22 -1.2892 3.1618 0.5528
N3 -1.2834 1.8481 0.5576
N4 -0.7512 3.8369 -0.4968
C23 -1.3617 5.0680 -0.9825
C24 0.0322 3.1013 -1.4698
H31 -0.9816 5.1279 3.0481
H32 -1.8794 6.0030 1.7955
H33 -0.2749 5.3332 1.4412
H34 -3.3701 4.1000 2.9027
H35 -2.2612 2.7777 3.3250
H36 -3.3863 2.5944 1.9778
H37 -1.4366 1.4596 1.4845
H38 -2.3113 5.2377 -0.4829
H39 -1.5825 4.9672 -2.0447
H40 -0.7035 5.9301 -0.8385
H41 0.5718 2.2963 -0.9782
H42 0.7426 3.7859 -1.9364
H43 -0.5973 2.6680 -2.2562

- Spin multiplicity: 6
- Kohn-Sham gap (alpha / beta): 8.007 / 7.905 eV
- HOMO level (alpha / beta): -5.81 / -6.31 eV
- Net charge: -1
- LUMO level (alpha / beta): 2.194 / 1.599 eV

Okay, here come the Löwdin numbers, in e, for every atom: 1.64, 0.07, -0.28, 0.06, -0.18, 0.04, -0.16, 0.08, -0.62, 0.05, -0.19, -0.63, 0.03, -0.11, 0.11, 0.13, 0.13, -0.32, 0.29, -0.35, -0.49, -0.49, -0.10, -0.62, -0.09, -0.12, 0.46, 0.59, -0.62, -0.10, -0.09, -0.10, -0.63, -0.12, -0.12, -0.10, 0.08, 0.06, 0.07, 0.09, 0.07, 0.05, 0.08, 0.04, 0.05, 0.06, 0.08, 0.09, 0.06, 0.09, 0.06, 0.04, 0.06, 0.09, 0.07, 0.08, 0.06, 0.05, 0.06, 0.08, 0.07, 0.08, 0.06, -0.06, -0.14, -0.04, -0.45, 0.02, -0.14, -0.06, -0.06, 0.09, 0.09, 0.08, 0.09, 0.09, 0.07, 0.05, 0.09, 0.08, 0.08, 0.03, 0.09, 0.08

=====

Here is C24H43ClDyP2 as an isolated structure at a distorted geometry from the OMol25 dataset. Energies are from the ωB97M-V functional and the def2-TZVPD basis.

Cartesian coordinates (Å):
Dy1 -0.0154 -0.0404 2.3470
C1 -0.9201 -1.9593 3.1960
C2 0.4214 -2.2984 2.7190
C3 0.6426 -0.6074 4.3704
C4 -0.7944 -0.9064 4.2102
C5 1.3863 -1.4795 3.4513
C6 -2.1882 -2.6008 2.7684
H1 -2.1024 -3.0221 1.7648
H2 -3.0290 -1.9011 2.7865
H3 -2.4129 -3.4209 3.4610
C7 -1.8888 -0.2277 4.9372
H4 -2.8582 -0.4272 4.4772
H5 -1.7431 0.8550 4.9651
H6 -1.9079 -0.6008 5.9655
C8 1.2019 0.4184 5.2807
H7 1.3249 -0.0300 6.2732
H8 0.5332 1.2785 5.3687
H9 2.1796 0.7746 4.9424
C9 2.8641 -1.5501 3.3322
H10 3.2439 -2.2294 4.1047
H11 3.3359 -0.5736 3.4771
H12 3.1644 -1.9450 2.3596
C10 0.7540 -3.3884 1.7617
H13 0.9712 -4.3021 2.3290
H14 1.6350 -3.1487 1.1593
H15 -0.0790 -3.5999 1.0872
C11 -1.7713 1.3682 -4.6405
C12 -1.8356 0.0301 -4.6514
C13 -1.0119 -0.9680 -5.4093
C14 0.3444 -0.4777 -5.9728
C15 1.2750 0.0318 -4.9111
C16 1.3349 1.2518 -4.3606
C17 0.5184 2.4775 -4.6451
C18 -0.8280 2.2710 -5.3806
H16 -1.6071 -1.3904 -6.2362
H17 0.1739 0.2631 -6.7613
H18 -0.8158 -1.8163 -4.7317
H19 -0.6446 1.9266 -6.4040
H20 -2.4895 1.8902 -3.9911
H21 -2.6185 -0.4283 -4.0344
H22 -1.3002 3.2665 -5.4756
H23 0.3109 2.9667 -3.6781
H24 2.1073 1.4081 -3.5976
H25 1.1242 3.2040 -5.2127
H26 0.8207 -1.3439 -6.4683
H27 1.9847 -0.7165 -4.5280
P1 -1.2949 0.1471 0.1721
C19 -2.8035 1.0062 0.2838
C20 -1.4632 -1.2307 -0.8783
P2 1.5321 0.7305 0.4886
C21 0.0443 1.2535 -0.5228
C22 2.4465 -0.4210 -0.4414
C23 2.5216 2.1130 0.8779
H28 -2.7831 1.7797 1.0613
H29 -3.5907 0.2815 0.5382
H30 -3.0058 1.4454 -0.6949
H31 -1.6054 -0.8504 -1.8916
H32 -2.3568 -1.7918 -0.5669
H33 -0.6063 -1.9187 -0.8525
H34 2.7895 2.5969 -0.0627
H35 3.4290 1.7538 1.3859
H36 2.0042 2.8122 1.5454
H37 -0.1999 2.2932 -0.2665
H38 0.1878 1.1474 -1.6094
H39 3.4022 -0.5941 0.0747
H40 2.6340 0.0274 -1.4183
H41 1.9462 -1.3918 -0.5633
Cl1 -1.9197 2.7429 3.3243
C24 -0.3354 2.2905 2.7832
H42 -0.1648 2.8946 1.8882
H43 0.4011 2.6012 3.5400

- Spin multiplicity: 6
- Kohn-Sham gap (alpha / beta): 7.487 / 7.674 eV
- HOMO level (alpha / beta): -10.43 / -10.40 eV
- Net charge: +1
- LUMO level (alpha / beta): -2.946 / -2.722 eV

Okay, here come the Löwdin numbers, in e, for every atom: 1.13, -0.33, -0.32, -0.35, -0.35, -0.33, -0.03, 0.07, 0.08, 0.10, -0.04, 0.09, 0.03, 0.11, -0.03, 0.11, 0.08, 0.09, -0.03, 0.10, 0.08, 0.07, -0.02, 0.11, 0.07, 0.07, -0.11, -0.13, -0.19, -0.19, -0.11, -0.14, -0.19, -0.19, 0.12, 0.10, 0.11, 0.10, 0.10, 0.09, 0.12, 0.10, 0.09, 0.12, 0.12, 0.10, 0.68, -0.25, -0.25, 0.68, -0.40, -0.25, -0.24, 0.01, 0.07, 0.06, 0.03, 0.07, 0.05, 0.07, 0.07, 0.05, 0.06, 0.05, 0.07, 0.05, 0.05, 0.54, -0.81, -0.04, -0.01

=====

Here is C24H43ClP2Sm as an isolated structure at a distorted geometry from the OMol25 dataset. Energies are from the ωB97M-V functional and the def2-TZVPD basis.

Cartesian coordinates (Å):
Sm1 -0.9985 1.0061 3.2577
C1 0.3403 0.3303 5.2322
C2 1.2834 0.7102 4.2025
C3 0.0136 2.5729 4.7402
C4 -0.4329 1.4849 5.5638
C5 1.0666 2.0959 3.8852
C6 0.1021 -1.0221 5.8129
H1 0.7610 -1.7820 5.3863
H2 -0.9374 -1.3535 5.6690
H3 0.2757 -1.0406 6.8969
C7 -1.6322 1.5313 6.4503
H4 -1.5633 0.8145 7.2715
H5 -2.5688 1.3155 5.9048
H6 -1.7378 2.5334 6.8869
C8 -0.8284 3.7604 4.4789
H7 -1.2437 4.1351 5.4250
H8 -1.7036 3.5559 3.8139
H9 -0.2296 4.5446 4.0176
C9 1.5842 2.8438 2.7043
H10 2.2577 3.6487 3.0241
H11 0.7817 3.3280 2.1198
H12 2.1375 2.1882 2.0311
C10 2.2589 -0.1754 3.4947
H13 3.3011 0.1604 3.6193
H14 2.0843 -0.2091 2.4063
H15 2.2001 -1.1969 3.8771
C11 -0.3264 -3.0927 0.8577
C12 0.7567 -3.3705 1.5911
C13 2.1952 -3.1470 1.2251
C14 2.5396 -2.3417 -0.0608
C15 2.1660 -0.8949 -0.1239
C16 1.0089 -0.3518 -0.5282
C17 -0.3349 -1.0050 -0.5992
C18 -0.3716 -2.5587 -0.5472
H16 2.7299 -4.1141 1.1490
H17 2.1928 -2.8796 -0.9454
H18 2.6822 -2.6483 2.0760
H19 0.4115 -2.9940 -1.1728
H20 -1.3188 -3.2041 1.3089
H21 0.6319 -3.8863 2.5554
H22 -1.3281 -2.8826 -0.9861
H23 -1.0182 -0.6137 0.1760
H24 1.0092 0.7002 -0.8274
H25 -0.8150 -0.6612 -1.5406
H26 3.6413 -2.3603 -0.1225
H27 2.9995 -0.2179 0.0940
P1 -1.0024 -0.7949 -3.9139
P2 -0.9337 1.9349 -5.0300
C19 -1.1681 -0.7481 -5.7873
C20 -1.5971 0.6485 -6.2206
H28 -1.8958 -1.5159 -6.0892
H29 -0.1864 -1.0210 -6.2056
H30 -1.2417 0.8791 -7.2338
H31 -2.6926 0.7439 -6.1849
C21 -1.6474 3.3557 -5.9574
H32 -1.2691 4.2844 -5.5166
H33 -2.7361 3.3299 -5.8355
H34 -1.3833 3.2911 -7.0219
C22 0.7628 2.0315 -5.7538
H35 0.7158 1.9809 -6.8494
H36 1.3952 1.2266 -5.3653
H37 1.2072 2.9835 -5.4397
C23 -2.5381 -1.7346 -3.5290
H38 -2.5665 -1.9856 -2.4625
H39 -2.5860 -2.6512 -4.1316
H40 -3.4028 -1.0930 -3.7472
C24 0.2947 -2.0943 -3.8867
H41 1.1299 -1.7515 -4.5064
H42 -0.1103 -3.0396 -4.2728
H43 0.6693 -2.2262 -2.8667
Cl1 -3.2415 0.7096 2.0568

- Spin multiplicity: 6
- Kohn-Sham gap (alpha / beta): 4.644 / 5.471 eV
- HOMO level (alpha / beta): -9.18 / -9.18 eV
- Net charge: +1
- LUMO level (alpha / beta): -4.540 / -3.713 eV

Okay, here come the Löwdin numbers, in e, for every atom: 1.52, -0.31, -0.30, -0.35, -0.34, -0.34, -0.02, 0.08, 0.10, 0.11, -0.01, 0.10, 0.10, 0.10, -0.03, 0.10, 0.09, 0.10, -0.02, 0.11, 0.09, 0.08, -0.02, 0.11, 0.06, 0.07, -0.10, -0.11, -0.18, -0.19, -0.12, -0.11, -0.21, -0.19, 0.12, 0.10, 0.09, 0.08, 0.11, 0.11, 0.10, 0.08, 0.11, 0.03, 0.12, 0.10, 0.80, 0.76, -0.42, -0.46, 0.08, 0.07, 0.08, 0.08, -0.34, 0.03, 0.03, 0.04, -0.31, 0.04, 0.02, 0.03, -0.28, 0.01, 0.04, 0.04, -0.28, 0.04, 0.05, -0.01, -0.26

=====

Here is C24H43FP2Ti as an isolated structure at a distorted geometry from the OMol25 dataset. Energies are from the ωB97M-V functional and the def2-TZVPD basis.

Cartesian coordinates (Å):
Ti1 0.7603 -1.2302 0.9200
C1 2.6578 -0.3834 3.6393
C2 1.3585 0.1441 3.7856
C3 1.1689 -1.9969 2.8787
C4 2.5755 -1.6463 3.0215
C5 0.4138 -0.8098 3.2717
C6 3.9095 0.2576 4.1431
H1 3.9146 1.3379 3.9451
H2 4.8029 -0.1689 3.6715
H3 4.0276 0.1359 5.2321
C7 3.7010 -2.5998 2.9017
H4 4.6001 -2.1070 2.5034
H5 3.4659 -3.4462 2.2473
H6 3.9804 -3.0095 3.8865
C8 0.6147 -3.3792 2.7655
H7 0.5353 -3.8563 3.7549
H8 1.2542 -4.0345 2.1546
H9 -0.4029 -3.3901 2.3404
C9 -1.0495 -0.7639 3.5200
H10 -1.2897 -1.1418 4.5263
H11 -1.6092 -1.3695 2.7986
H12 -1.4265 0.2644 3.4670
C10 1.0204 1.4498 4.4025
H13 0.6556 1.3525 5.4367
H14 0.2318 1.9584 3.8338
H15 1.8875 2.1237 4.4354
C11 2.1718 0.1226 -0.2782
C12 2.6875 1.1124 0.5472
C13 2.0966 2.4176 0.8444
C14 0.5681 2.6065 0.5645
C15 -0.3514 1.5959 1.1527
C16 -0.7169 0.4117 0.5013
C17 -0.3904 0.3471 -0.9927
C18 1.1066 0.3657 -1.3917
H16 2.6470 3.1494 0.2323
H17 0.4336 2.7014 -0.5307
H18 2.3208 2.6773 1.8956
H19 1.3402 1.3190 -1.8953
H20 2.8949 -0.6644 -0.5671
H21 3.6796 0.9394 0.9690
H22 1.2672 -0.4091 -2.1628
H23 -0.9266 -0.4883 -1.4797
H24 -1.6050 -0.1755 0.8168
H25 -0.8855 1.2523 -1.4130
H26 0.2677 3.5893 0.9871
H27 -0.8888 1.8419 2.0741
P1 -1.1450 1.1661 -3.6186
P2 -3.2093 -1.0322 -2.6267
C19 -2.5577 0.7948 -4.7757
C20 -3.1808 -0.5796 -4.4502
H28 -2.1729 0.8186 -5.8080
H29 -3.3145 1.5916 -4.6907
H30 -4.2091 -0.6812 -4.8433
H31 -2.5861 -1.3890 -4.9077
C21 -4.3824 -2.4280 -2.8362
H32 -4.7503 -2.7627 -1.8648
H33 -3.8730 -3.2678 -3.3211
H34 -5.2323 -2.1207 -3.4565
C22 -4.5027 0.1820 -2.0732
H35 -5.2760 0.2865 -2.8486
H36 -4.0419 1.1543 -1.8581
H37 -4.9531 -0.2138 -1.1506
C23 0.1568 0.1747 -4.4248
H38 1.0867 0.2706 -3.8607
H39 0.3332 0.5358 -5.4427
H40 -0.1436 -0.8801 -4.4382
C24 -0.6010 2.8861 -3.9486
H41 -1.4005 3.6077 -3.7189
H42 -0.2601 3.0357 -4.9855
H43 0.2319 3.1339 -3.2727
F1 0.5084 -2.6866 -0.1349

- Spin multiplicity: 2
- Kohn-Sham gap (alpha / beta): 6.483 / 6.675 eV
- HOMO level (alpha / beta): -10.13 / -10.14 eV
- Net charge: +1
- LUMO level (alpha / beta): -3.644 / -3.461 eV

Okay, here come the Löwdin numbers, in e, for every atom: 1.11, -0.22, -0.19, -0.40, -0.22, -0.32, -0.03, 0.07, 0.08, 0.10, -0.03, 0.08, 0.08, 0.11, -0.05, 0.11, 0.09, 0.08, -0.05, 0.11, 0.08, 0.07, -0.02, 0.10, 0.06, 0.08, -0.18, -0.03, -0.14, -0.13, -0.03, -0.20, -0.33, -0.20, 0.15, 0.11, 0.12, 0.11, 0.13, 0.13, 0.10, 0.02, 0.13, 0.03, 0.14, 0.11, 0.85, 0.84, -0.41, -0.44, 0.08, 0.08, 0.08, 0.07, -0.32, 0.04, 0.04, 0.04, -0.30, 0.05, 0.02, 0.04, -0.26, 0.01, 0.05, 0.05, -0.27, 0.04, 0.05, 0.02, -0.36